No. 1
C37H30Cl4N4NaO5PS | the ωB97M-V functional and the def2-TZVPD basis

Last column: Mulliken charge in e.
Geometry (Å):
Na 0.70 -0.49 -0.21  1.09
C 1.29 -0.80 7.10  -0.93
N 0.21 -1.14 6.20  0.19
C -0.70 -2.16 6.38  -0.55
C -1.48 -2.20 5.29  -0.52
N -1.05 -1.21 4.42  0.32
C 0.02 -0.54 4.98  0.21
S 0.93 0.72 4.41  -0.54
C -1.60 -1.06 3.11  0.60
C -2.13 -2.18 2.48  -0.29
C -2.66 -2.03 1.22  -0.54
C -2.67 -0.77 0.64  -0.04
C -2.11 0.28 1.35  -0.95
N -1.61 0.15 2.58  -0.39
H 0.95 -0.87 8.13  0.34
H 1.59 0.22 6.87  0.31
H 2.14 -1.45 6.94  0.31
H -0.73 -2.74 7.29  0.43
H -2.31 -2.84 5.06  0.48
H -2.06 -3.16 2.93  0.13
H -3.04 -2.90 0.70  0.26
H -3.09 -0.60 -0.34  0.52
H -2.09 1.28 0.93  0.76
Cl 1.40 -7.19 -0.10  -0.28
C 1.50 -5.51 -0.55  0.07
C 2.30 -5.11 -1.59  0.19
Cl 3.19 -6.29 -2.51  -0.28
C 2.40 -3.74 -1.91  0.30
Cl 3.38 -3.25 -3.26  -0.25
C 1.73 -2.73 -1.20  0.16
O 1.84 -1.49 -1.47  -0.94
C 0.86 -3.15 -0.10  -0.41
O 0.20 -2.26 0.56  -0.66
C 0.79 -4.53 0.17  0.35
Cl -0.24 -5.04 1.48  -0.30
O -3.21 4.39 -1.45  -0.89
C -2.68 3.28 -1.60  -0.24
O -1.64 2.86 -1.02  -0.14
C -3.32 2.28 -2.54  -0.08
C -4.59 2.55 -3.04  -0.64
C -5.24 1.65 -3.86  -0.66
C -4.62 0.45 -4.18  -0.70
C -3.35 0.17 -3.70  -1.08
C -2.66 1.07 -2.89  0.57
P -0.98 0.65 -2.22  2.13
C 0.14 1.75 -3.19  0.62
C -0.27 2.82 -3.97  -0.54
C 0.66 3.64 -4.59  -0.63
C 2.02 3.39 -4.44  -0.66
C 2.43 2.30 -3.69  -0.51
C 1.50 1.48 -3.07  -0.35
C -0.72 -0.86 -3.30  0.09
C -0.98 -2.08 -2.69  -0.18
C -0.70 -3.29 -3.32  -0.41
C -0.14 -3.28 -4.59  -0.72
C 0.10 -2.07 -5.23  -0.67
C -0.20 -0.88 -4.60  -0.35
H -5.05 3.49 -2.75  0.47
H -6.24 1.86 -4.24  0.34
H -5.12 -0.27 -4.81  0.43
H -2.89 -0.78 -3.95  0.39
H -1.32 3.04 -4.08  0.38
H 0.33 4.48 -5.19  0.37
H 2.74 4.05 -4.90  0.30
H 3.49 2.10 -3.58  0.42
H 1.83 0.63 -2.49  0.42
H -1.37 -2.09 -1.68  0.16
H -0.88 -4.22 -2.81  0.41
H 0.15 -4.22 -5.06  0.33
H 0.53 -2.07 -6.22  0.35
H 0.00 0.06 -5.11  0.40
C 1.40 3.95 -0.51  -0.90
N 0.66 3.56 0.68  0.24
C -0.32 4.51 1.15  -0.91
C 0.60 2.27 1.04  0.33
O 1.24 1.35 0.54  -0.92
H 2.06 4.79 -0.28  0.38
H 0.71 4.22 -1.31  0.18
H 1.99 3.09 -0.83  0.25
H 0.16 5.47 1.36  0.34
H -0.77 4.13 2.07  0.31
H -1.10 4.65 0.40  0.17
H -0.07 2.11 1.90  0.24

Values from the calculation:
Max |F| = 1.63 eV Å⁻¹
ΔE to the lowest compared entry with this formula, charge and spin = 108.03 kJ/mol
Energy = -129689.22725 eV
Total charge = -2
HOMO level = -1.042 eV


No. 2
C29H36F7MgN8O15S | the ωB97M-V functional and the def2-TZVPD basis

Last column: Mulliken charge in e.
Geometry (Å):
Mg -18.09 -15.23 -5.06  1.04
C -18.55 -19.36 -6.70  0.08
F -19.70 -18.88 -7.10  -0.07
F -18.62 -19.78 -5.45  0.01
F -18.14 -20.33 -7.52  -0.05
S -17.34 -17.87 -6.84  -0.27
O -17.76 -16.92 -5.79  -0.08
O -16.00 -18.37 -6.56  -0.56
O -17.43 -17.35 -8.21  -0.19
C -18.78 -19.29 -10.75  0.68
C -19.78 -20.36 -10.86  0.66
O -19.56 -20.81 -12.20  -0.36
C -18.97 -19.83 -12.94  0.52
O -18.83 -19.91 -14.14  -0.53
O -18.50 -18.92 -12.07  -0.33
F -21.10 -20.01 -10.75  -0.33
H -17.89 -19.79 -10.37  -0.41
H -19.14 -18.44 -10.17  0.01
H -19.62 -21.14 -10.11  0.02
C -14.73 -19.43 -9.27  0.94
C -13.42 -19.70 -8.66  -0.03
O -12.75 -20.70 -9.45  -0.32
C -13.34 -20.67 -10.60  0.39
O -12.95 -21.30 -11.57  -0.56
O -14.41 -19.84 -10.58  -0.40
F -13.70 -20.26 -7.48  -0.16
H -14.98 -18.37 -9.27  -0.01
H -15.51 -20.02 -8.81  -0.39
H -12.96 -18.71 -8.65  0.59
C -17.88 -23.69 -7.82  0.47
C -18.45 -24.66 -8.78  0.07
O -19.77 -24.98 -8.41  -0.29
C -19.86 -24.62 -7.08  0.53
O -20.79 -24.86 -6.36  -0.49
O -18.64 -23.99 -6.67  -0.24
F -17.77 -25.81 -8.99  -0.34
H -18.04 -22.67 -8.18  -0.35
H -16.82 -23.88 -7.63  0.37
H -18.46 -24.24 -9.78  0.29
C -15.81 -21.32 -5.20  0.93
C -15.85 -20.52 -3.93  1.10
O -14.50 -20.59 -3.54  -0.36
C -13.89 -21.65 -4.15  0.48
O -12.73 -22.05 -3.97  -0.57
O -14.75 -22.20 -5.04  -0.32
F -16.53 -21.22 -2.97  -0.38
H -15.56 -20.79 -6.12  -0.58
H -16.80 -21.75 -5.36  -0.15
H -16.25 -19.51 -4.06  -0.09
C -19.81 -16.92 -1.25  -0.82
C -19.58 -16.31 -2.58  0.56
N -19.32 -15.88 -3.60  -0.16
H -18.85 -17.09 -0.77  0.20
H -20.37 -17.83 -1.44  0.30
H -20.46 -16.28 -0.65  0.35
C -21.07 -15.03 -8.62  -0.99
C -20.29 -14.96 -7.36  0.54
N -19.63 -14.88 -6.42  -0.24
H -21.32 -14.02 -8.94  0.38
H -22.10 -15.34 -8.46  0.41
H -20.55 -15.60 -9.39  0.14
C -20.40 -22.42 -4.04  0.01
C -19.96 -23.22 -2.84  0.18
N -19.74 -23.86 -1.94  -0.41
H -20.84 -21.54 -3.59  0.04
H -21.14 -23.08 -4.50  0.31
H -19.63 -22.19 -4.78  -0.13
C -15.29 -16.70 -1.49  -0.77
C -15.85 -16.15 -2.75  0.23
N -16.27 -15.76 -3.69  -0.28
H -16.15 -16.95 -0.87  0.21
H -14.63 -15.99 -0.99  0.34
H -14.77 -17.60 -1.83  0.24
C -17.22 -15.82 -11.20  -0.07
C -17.78 -14.81 -10.33  0.30
N -18.25 -14.01 -9.65  -0.52
H -18.03 -16.54 -11.37  -0.12
H -16.40 -16.13 -10.56  -0.02
H -16.85 -15.22 -12.03  0.49
C -13.39 -16.86 -6.45  0.36
C -13.19 -15.56 -7.15  0.21
N -13.00 -14.48 -7.69  -0.58
H -14.11 -16.64 -5.67  -0.17
H -12.42 -17.11 -6.01  0.57
H -13.77 -17.66 -7.09  -0.38
C -22.04 -18.78 -4.56  -0.09
C -22.60 -17.61 -5.39  0.16
N -22.95 -16.72 -6.00  -0.40
H -21.46 -18.29 -3.77  -0.12
H -21.34 -19.40 -5.12  -0.09
H -22.70 -19.49 -4.06  0.52
C -15.69 -12.46 -7.83  -0.96
C -16.28 -13.54 -6.97  0.53
N -16.68 -14.42 -6.28  -0.22
H -16.50 -12.01 -8.40  0.34
H -15.05 -13.00 -8.52  0.26
H -15.10 -11.69 -7.34  0.37

Values from the calculation:
Max |F| = 7.36 eV Å⁻¹
Energy = -108586.60567 eV
Total charge = +1
HOMO level = -12.913 eV


No. 3
C6H11OP | the ωB97M-V functional and the def2-TZVPD basis

Last column: Mulliken charge in e.
Geometry (Å):
C -0.04 2.02 0.81  -0.36
C 1.07 1.54 1.31  -0.33
C -1.04 1.12 0.12  -0.71
C -0.79 -0.17 0.77  0.21
C -1.39 -1.45 0.23  -1.36
C 2.07 -0.77 -1.00  -0.98
O 1.38 -1.15 2.27  -0.67
P 1.02 -0.31 1.13  0.60
H -0.02 3.11 0.63  0.32
H 2.02 1.89 1.79  0.36
H -2.06 1.50 0.19  0.34
H -0.76 1.21 -0.90  0.32
H -1.18 -0.02 1.86  0.27
H -2.45 -1.31 0.34  0.41
H -0.84 -2.23 0.88  0.32
H -1.16 -1.55 -0.78  0.34
H 1.48 -1.43 -1.56  0.33
H 2.09 0.34 -1.45  0.24
H 3.03 -1.09 -0.67  0.35

Values from the calculation:
Max |F| = 5.66 eV Å⁻¹
ΔE to the lowest compared entry with this formula, charge and spin = 232.71 kJ/mol
Energy = -17734.52821 eV
HOMO level = -9.056 eV


No. 4
C12H25MnO4 | the ωB97M-V functional and the def2-TZVPD basis

Last column: Mulliken spin population.
Geometry (Å):
Mn -1.10 0.35 0.10  1.01
C -2.49 2.54 -1.07  0.00
C -1.83 1.80 -2.22  0.00
O -1.56 0.42 -1.82  0.01
C -2.49 -0.64 -2.17  0.00
C -3.39 -0.93 -0.99  0.00
O -2.54 -0.94 0.19  -0.01
C -3.25 -0.92 1.47  0.00
C -2.20 -0.62 2.52  0.00
O -1.33 0.45 2.05  0.01
C -1.56 1.83 2.47  0.00
C -2.34 2.55 1.39  0.00
O -1.72 2.18 0.12  -0.01
H -3.52 2.23 -0.91  0.00
H -2.45 3.62 -1.21  0.00
H -0.86 2.23 -2.46  0.00
H -2.46 1.81 -3.11  0.00
H -1.87 -1.50 -2.42  0.00
H -3.06 -0.36 -3.05  0.00
H -3.87 -1.90 -1.10  0.00
H -4.16 -0.16 -0.85  0.00
H -3.71 -1.90 1.64  0.00
H -4.02 -0.16 1.41  0.00
H -1.55 -1.47 2.70  0.00
H -2.67 -0.33 3.47  0.00
H -0.57 2.26 2.60  0.00
H -2.08 1.85 3.42  0.00
H -2.28 3.63 1.52  0.00
H -3.39 2.25 1.36  0.00
C 6.21 -0.46 -0.27  0.00
C 5.08 -1.84 -0.94  0.00
C 5.26 -3.13 -0.24  0.00
C 4.57 -0.67 -0.33  0.00
H 6.87 -1.21 -0.74  0.00
H 6.48 -0.47 0.78  0.00
H 6.42 0.46 -0.81  0.00
H 5.23 -1.82 -2.01  0.00
H 5.26 -3.02 0.85  0.00
H 6.15 -3.66 -0.57  0.00
H 4.40 -3.74 -0.53  0.00
H 4.17 0.13 -0.94  0.00
H 4.20 -0.72 0.68  0.00

Values from the calculation:
Max |F| = 0.56 eV Å⁻¹
ΔE to the lowest compared entry with this formula, charge and spin = 52.24 kJ/mol
Energy = -52328.69662 eV
2S+1 = 2
Total charge = +3
HOMO level (spin up / spin down) = -19.868 / -19.308 eV


No. 5
C24H20N3OPPdS3 | the ωB97M-V functional and the def2-TZVPD basis

Last column: Mulliken charge in e.
Geometry (Å):
Pd 0.66 0.35 -2.31  -0.22
O -0.01 -2.10 -4.06  -0.65
N 1.12 -2.53 -4.52  0.42
C 1.11 -3.69 -5.23  -0.17
C 2.23 -4.26 -5.79  -0.67
C 3.45 -3.62 -5.60  -0.13
C 3.47 -2.45 -4.87  -0.76
C 2.32 -1.86 -4.29  0.16
S 2.47 -0.41 -3.42  -0.31
H 0.12 -4.11 -5.32  0.38
H 2.13 -5.18 -6.34  0.34
H 4.36 -4.03 -6.01  0.33
H 4.40 -1.93 -4.69  0.32
S -1.02 2.77 2.80  -0.64
P 0.15 1.15 2.61  0.77
S 0.75 0.56 0.83  -0.47
C -0.70 -0.23 3.50  0.15
C -0.88 -1.46 2.88  -0.25
C -1.52 -2.49 3.56  -0.54
C -1.97 -2.31 4.86  -0.33
C -1.79 -1.07 5.48  -0.55
C -1.16 -0.04 4.80  -0.47
C 1.59 1.35 3.75  0.06
C 2.54 0.33 3.81  -0.48
C 3.63 0.43 4.65  -0.59
C 3.80 1.56 5.44  -0.32
C 2.87 2.59 5.38  -0.53
C 1.77 2.48 4.54  -0.16
H -0.52 -1.59 1.87  0.38
H -1.66 -3.45 3.07  0.37
H -2.46 -3.11 5.39  0.34
H -2.14 -0.92 6.49  0.34
H -1.04 0.93 5.26  0.30
H 2.42 -0.54 3.16  0.35
H 4.36 -0.37 4.69  0.34
H 4.66 1.64 6.10  0.34
H 3.00 3.48 5.98  0.35
H 1.03 3.27 4.48  0.29
N -2.48 3.06 -1.19  -0.01
C -1.37 2.32 -0.90  -0.26
N -1.15 1.39 -1.79  -0.23
C -2.16 1.53 -2.73  0.35
C -2.39 0.79 -3.89  -0.42
C -3.49 1.14 -4.65  -0.59
C -4.34 2.18 -4.27  -0.29
C -4.12 2.92 -3.12  -0.99
C -3.02 2.57 -2.36  0.52
H -2.85 3.77 -0.58  0.19
H -0.79 2.47 0.00  0.19
H -1.69 0.00 -4.15  0.43
H -3.70 0.59 -5.56  0.38
H -5.20 2.42 -4.90  0.33
H -4.79 3.73 -2.84  0.33

Values from the calculation:
Max |F| = 0.47 eV Å⁻¹
ΔE to the lowest compared entry with this formula, charge and spin = 111.55 kJ/mol
Energy = -77006.50769 eV
Total charge = -2
HOMO level = 0.168 eV


No. 6
CHIOS2 | the ωB97M-V functional and the def2-TZVPD basis

Last column: Mulliken charge in e.
Geometry (Å):
C 0.75 0.79 -0.15  -0.15
O -0.52 -1.26 -1.05  -0.38
S 0.64 2.37 -0.04  -0.11
S -0.82 -0.29 -0.01  0.38
I -1.64 -2.04 1.97  -0.10
H 1.59 0.43 -0.72  0.36

Values from the calculation:
Max |F| = 1.23 eV Å⁻¹
ΔE to the lowest compared entry with this formula, charge and spin = 257.07 kJ/mol
Energy = -32868.98417 eV
HOMO level (spin up / spin down) = -9.443 / -9.487 eV


- energy of number 3 (C6H11OP)?
  -17734.52821 eV


- The lowest energy belongs to which entry?
  C37H30Cl4N4NaO5PS


- Which value of max |F| does entry 5 give?
  0.47 eV Å⁻¹


- Among the records above, which one has the highest max |F|?
  C29H36F7MgN8O15S